1.
Molecular formula: C18H53N3O9
Method: DFT, ωB97M-V/def2-TZVPD

Values from the calculation:
E_HOMO	-9.1	eV
Kohn-Sham gap	9.533	eV
E_LUMO	0.4	eV
structure (SMILES)	COC[C@H](C)N.COC[C@H](C)N.COC[C@H](C)N.OCCO.OCCO.CO.CO

The geometry in XYZ format:
```
83
C18H53N3O9 ωB97M-V/def2-TZVPD
C -0.68641 -1.50840 4.27623
O -0.91516 -2.88043 4.11785
C -2.05457 -3.15260 3.29957
C -2.24090 -4.65834 3.24585
C -1.03262 -5.31041 2.56772
N -3.41685 -4.96381 2.42292
H -1.43187 -0.84570 4.72192
H -0.32594 -1.10473 3.31845
H 0.20354 -1.42239 4.90824
H -2.94757 -2.60497 3.61288
H -1.76045 -2.79846 2.30083
H -2.36321 -4.98735 4.28519
H -0.22530 -5.40519 3.30061
H -0.63936 -4.69135 1.76326
H -1.22291 -6.32478 2.21857
H -4.28574 -4.59157 2.78615
H -3.49057 -5.97248 2.37910
C -3.52239 3.63798 0.17625
O -2.17535 3.24794 0.00659
C -1.91982 2.79387 -1.32749
C -1.54580 3.90426 -2.35092
C -2.75971 4.66329 -2.89432
N -0.73847 3.32621 -3.43816
H -4.22969 2.80527 0.16059
H -3.76671 4.44774 -0.51583
H -3.64115 4.10403 1.15993
H -0.97755 2.25776 -1.19625
H -2.71897 2.13523 -1.67445
H -0.94801 4.67873 -1.86687
H -3.64653 4.03847 -2.99935
H -2.48303 5.02692 -3.88789
H -2.92671 5.56552 -2.30673
H -1.17375 2.42418 -3.65233
H 0.14628 3.03575 -3.01251
C 1.43192 -2.90659 -1.27179
O 2.64995 -2.18457 -1.31631
C 3.74352 -3.04402 -1.36700
C 5.05564 -2.31926 -1.10784
C 5.07615 -1.57759 0.21254
N 5.40043 -1.41761 -2.22395
H 1.20346 -3.09802 -0.21811
H 1.46774 -3.83640 -1.83750
H 0.58029 -2.32258 -1.62301
H 3.67799 -3.91972 -0.69437
H 3.85579 -3.59686 -2.31614
H 5.84706 -3.07576 -1.07616
H 4.66351 -2.17114 1.02350
H 4.53635 -0.62891 0.11783
H 6.09530 -1.22689 0.39023
H 4.57499 -0.87291 -2.46505
H 5.59081 -1.98888 -3.04048
O 1.85989 2.88173 -1.81881
C 2.41059 1.73232 -2.50655
C 3.53641 2.20803 -3.40175
O 3.19844 2.72606 -4.66691
H 1.55348 2.56226 -0.94179
H 2.82297 1.05608 -1.75314
H 1.57536 1.25290 -3.02624
H 4.22884 1.37504 -3.54228
H 4.07444 2.95921 -2.81170
H 2.64322 3.50251 -4.52726
O -1.31960 0.55657 0.97141
C -0.14092 -0.02671 0.39639
C 1.10259 0.58267 1.05288
O 1.21382 1.93983 0.67028
H -1.11093 1.48060 1.16604
H -0.27071 -1.10526 0.51366
H -0.17196 0.13692 -0.68833
H 2.00302 0.02186 0.80296
H 0.90207 0.51165 2.12633
H 0.77746 2.48011 1.35400
C -1.44518 3.13176 3.36820
O -0.11071 3.14149 2.85932
H -1.92131 2.18559 3.10842
H -1.46922 3.29452 4.44606
H -2.09088 3.86818 2.88120
H 0.16433 4.06348 2.93758
C -3.94361 -1.25829 -1.14890
O -2.56937 -1.53160 -0.93282
H -4.56510 -1.68272 -0.35832
H -4.11012 -0.17697 -1.18056
H -4.21459 -1.66431 -2.12028
H -2.20038 -0.88798 -0.32106
```

Atom charges from the Mulliken analysis, given in e for atoms 1 to 5: number 1, C, carries -0.575; number 2, O, carries -0.361; number 3, C, carries -0.473; number 4, C, carries 0.493; number 5, C, carries -1.136

---

2.
Molecular formula: C3H4N2O
Method: DFT, ωB97M-V/def2-TZVPD

Values from the calculation:
E_HOMO	-9.8	eV
Kohn-Sham gap	10.636	eV
E_LUMO	0.8	eV
structure (SMILES)	[H]/N=C/N1CC1=O
energy relative to the best compared isomer or geometry (same formula, charge and spin)	60.0	kcal/mol

The geometry in XYZ format:
```
10
C3H4N2O ωB97M-V/def2-TZVPD
H -2.34132 1.11561 0.87132
N -1.52697 0.50337 0.84101
C -0.59497 1.04026 0.17878
N 0.64935 0.38510 0.01824
C 0.81470 -0.81538 -0.89400
C 0.94931 -0.83598 0.56568
O 1.12869 -1.40146 1.60107
H -0.63274 2.01685 -0.31360
H 1.66030 -0.76500 -1.57512
H -0.10635 -1.24337 -1.29338
```

Atom charges from the Mulliken analysis, given in e for atoms 1 to 5: number 1, H, carries 0.245; number 2, N, carries -0.532; number 3, C, carries 0.038; number 4, N, carries -0.275; number 5, C, carries -0.421

---

3.
Molecular formula: C12H18AsN4O8RuS
Method: DFT, ωB97M-V/def2-TZVPD

Values from the calculation:
E_HOMO (spin up / spin down)	-9.6 / -9.5	eV
Kohn-Sham gap (spin up / spin down)	9.580 / 8.361	eV
multiplicity	2
E_LUMO (spin up / spin down)	0.0 / -1.2	eV
energy relative to the best compared isomer or geometry (same formula, charge and spin)	4.1	kcal/mol

The geometry in XYZ format:
```
45
C12H18AsN4O8RuS ωB97M-V/def2-TZVPD
Ru 0.53188 -0.09783 -0.31456
O -1.86467 2.05390 0.05465
As -2.46762 0.51304 0.61080
O -3.99072 0.28138 0.09946
O -1.36181 -0.62353 -0.01799
C -2.30263 0.39157 2.52907
C -3.50617 0.10423 3.15938
C -3.55008 -0.10567 4.53275
C -2.38824 -0.03988 5.27723
C -1.17727 0.24720 4.65719
C -1.13265 0.46348 3.29046
S 0.44210 0.93121 2.60336
O 1.36913 1.01142 3.68775
O 0.81934 -0.21788 1.67512
O 0.18975 2.11840 1.81389
H -1.08631 2.32000 0.58734
H -4.40338 0.04092 2.55575
H -4.49528 -0.32241 5.01270
H -2.41506 -0.20377 6.34640
H -0.26113 0.31893 5.22528
N 0.80334 -2.11971 -0.18748
H 1.45132 -2.47304 -0.88414
H -0.10048 -2.57497 -0.29841
H 1.15733 -2.33261 0.74246
N 0.10849 -0.11339 -2.31901
C -0.84804 0.33284 -2.82023
N -1.90059 0.82307 -3.36441
C -1.90334 2.21121 -3.87143
C -2.87757 3.07228 -3.07635
C -4.15822 2.29644 -2.71139
C -4.33233 1.05072 -3.57431
C -3.18892 0.07299 -3.34277
H -2.18468 2.15781 -4.92486
H -0.88325 2.58585 -3.81655
H -3.10653 3.94630 -3.68927
H -2.39156 3.42540 -2.16674
H -5.03067 2.94196 -2.81320
H -4.11869 1.97907 -1.66881
H -4.40171 1.31317 -4.63394
H -5.25638 0.53464 -3.31339
H -3.15693 -0.69919 -4.11368
H -3.28947 -0.38878 -2.36078
O 1.22704 2.16181 -0.86012
N 2.37049 1.73349 -0.93203
O 2.43490 0.45529 -0.68727
```

Atom charges from the Mulliken analysis, given in e for atoms 1 to 5: number 1, Ru, carries 0.834; number 2, O, carries -0.518; number 3, As, carries 1.116; number 4, O, carries -0.805; number 5, O, carries -0.539

---

4.
Molecular formula: C5H11NO
Method: DFT, ωB97M-V/def2-TZVPD

Values from the calculation:
E_HOMO	-8.3	eV
Kohn-Sham gap	9.276	eV
E_LUMO	1.0	eV
structure (SMILES)	N/C=C/CCCO
energy relative to the best compared isomer or geometry (same formula, charge and spin)	42.4	kcal/mol

The geometry in XYZ format:
```
18
C5H11NO ωB97M-V/def2-TZVPD
N -2.61191 -0.40300 2.26988
C -1.32126 -0.75291 1.83389
C -0.74871 -0.20061 0.76079
C 0.52277 -0.69903 0.10756
C 1.51399 0.39574 -0.29268
C 1.07346 1.02599 -1.62981
O 1.52074 0.12035 -2.66089
H -2.99290 0.38628 1.76166
H -3.25092 -1.18284 2.19247
H -0.74032 -1.40362 2.48511
H -1.20350 0.53325 0.10326
H 1.04480 -1.39111 0.76864
H 0.21479 -1.26110 -0.76770
H 2.53175 -0.00481 -0.35766
H 1.55374 1.21505 0.43802
H -0.01268 1.19250 -1.64233
H 1.63370 1.93026 -1.86439
H 1.27245 0.49960 -3.50582
```

Atom charges from the Mulliken analysis, given in e for atoms 1 to 5: number 1, N, carries -0.555; number 2, C, carries -0.214; number 3, C, carries -0.218; number 4, C, carries -0.624; number 5, C, carries -0.601